Record 1
The following is a quantum chemistry calculation of a structure of composition C51H48AsN9STeW, from the OMol25 dataset.

Geometry (Å):
1 W 0.5246 -0.2784 -0.7132
2 C -5.1521 -3.4660 -0.4316
3 C -4.7383 -2.2025 0.3130
4 N -4.6453 -1.0073 -0.5260
5 C -3.6565 -0.4259 -1.2285
6 S -3.8952 1.0094 -1.9920
7 N -1.8429 -1.9615 -0.3413
8 N -0.4964 -2.1777 -0.6541
9 C -0.0322 -3.2441 -1.1968
10 C -0.7116 -4.5682 -1.2489
11 C 1.2358 -3.0286 -1.9141
12 C 1.9324 -4.0466 -2.5324
13 C 3.0129 -3.7310 -3.3456
14 C 3.3463 -2.4028 -3.5280
15 C 2.6115 -1.4341 -2.8626
16 N 1.5867 -1.7308 -2.0652
17 H -5.3639 -4.2626 0.2817
18 H -4.3783 -3.8405 -1.1077
19 H -6.0527 -3.2921 -1.0200
20 H -3.8235 -2.3348 0.8831
21 H -5.4900 -1.9703 1.0663
22 H -5.5023 -0.4742 -0.5902
23 H -1.6480 -4.5900 -0.6994
24 H -0.0555 -5.3224 -0.8102
25 H -0.9073 -4.8443 -2.2854
26 H 1.6350 -5.0756 -2.3918
27 H 3.5727 -4.5151 -3.8367
28 H 4.1643 -2.1079 -4.1692
29 H 2.8570 -0.3860 -2.9631
30 N -2.6249 -2.1546 -2.6033
31 C -2.3535 -1.2065 -1.5273
32 N -1.2398 -0.3464 -1.8964
33 C -1.0589 0.0072 -3.1869
34 N -0.0313 0.7632 -3.5172
35 N 0.7125 1.0169 -2.4080
36 C 1.6427 1.9082 -2.4752
37 C 2.3757 2.1406 -1.2564
38 C 3.3375 3.1214 -1.1345
39 C 3.9358 3.3337 0.1035
40 C 3.5170 2.5750 1.1762
41 C 2.5454 1.6032 0.9804
42 N 1.9967 1.3498 -0.2119
43 C -1.9179 -0.5206 -4.2354
44 C -1.9329 -0.0046 -5.5290
45 C -2.7298 -0.5904 -6.4931
46 C -3.5047 -1.6985 -6.1644
47 C -3.4901 -2.2217 -4.8815
48 C -2.6950 -1.6271 -3.9136
49 H -3.4611 -2.6899 -2.4015
50 H -2.3287 -2.8498 -0.2727
51 H 1.8060 2.4655 -3.3901
52 H 3.6006 3.7167 -1.9983
53 H 4.6972 4.0929 0.2203
54 H 3.9251 2.7027 2.1687
55 H 2.1976 1.0161 1.8116
56 H -1.3227 0.8584 -5.7563
57 H -2.7552 -0.1887 -7.4961
58 H -4.1328 -2.1578 -6.9159
59 H -4.0984 -3.0837 -4.6337
60 C 1.3589 3.1961 4.6071
61 C 1.0628 3.9712 3.4943
62 C 0.3769 3.4165 2.4218
63 C -0.0147 2.0829 2.4689
64 C 0.2678 1.3100 3.5888
65 C 0.9566 1.8676 4.6558
66 As -0.9303 1.2862 0.9607
67 C -2.5860 0.7547 1.7690
68 C -2.8255 -0.3300 2.5939
69 C -4.0698 -0.4511 3.1987
70 C -5.0536 0.5015 2.9579
71 C -4.8067 1.5855 2.1256
72 C -3.5597 1.7305 1.5300
73 C -3.1505 2.8453 0.6449
74 C -3.9645 3.8819 0.2108
75 C -3.4651 4.8256 -0.6760
76 C -2.1571 4.7478 -1.1385
77 C -1.3302 3.7208 -0.7019
78 C -1.8315 2.7887 0.1886
79 H 1.8891 3.6302 5.4443
80 H 1.3555 5.0127 3.4634
81 H 0.1363 4.0315 1.5635
82 H -0.0544 0.2759 3.6331
83 H 1.1707 1.2686 5.5313
84 H -2.0541 -1.0707 2.7716
85 H -4.2725 -1.2831 3.8609
86 H -6.0198 0.4058 3.4362
87 H -5.5817 2.3230 1.9622
88 H -4.9919 3.9532 0.5430
89 H -4.1057 5.6274 -1.0178
90 H -1.7861 5.4852 -1.8376
91 H -0.3091 3.6541 -1.0606
92 C 7.0572 0.7045 3.8371
93 C 5.8076 0.1111 3.2487
94 C 4.7404 -0.2696 4.0529
95 C 3.5830 -0.8367 3.5312
96 C 2.5155 -1.3002 4.4874
97 C 3.4808 -1.0043 2.1406
98 Te 1.6480 -1.8024 1.3861
99 C 4.5609 -0.6736 1.3131
100 C 4.5688 -0.8937 -0.1750
101 C 5.7003 -0.1150 1.8838
102 H 6.9243 0.9486 4.8894
103 H 7.3504 1.6120 3.3081
104 H 7.8879 0.0014 3.7587
105 H 4.8172 -0.1407 5.1267
106 H 2.7588 -1.0056 5.5068
107 H 2.4268 -2.3885 4.4685
108 H 1.5384 -0.8918 4.2308
109 H 3.7126 -1.4879 -0.4842
110 H 5.4724 -1.4288 -0.4719
111 H 4.5621 0.0561 -0.7201
112 H 6.5332 0.1400 1.2355

Atoms 1-2, force components in eV/Å:
-0.3 0.3 -0.1
0.0 0.0 0.0

max |F| = 0.4 eV/A
total charge = +2
gap between HOMO and LUMO (alpha / beta) = 6.0 / 5.6 eV
electronic energy = -5433.70311 Eh
LUMO (alpha / beta) = -6.00 / -6.69 eV
ΔE to the lowest compared entry with this formula, charge and spin = 0.648 eV
spin multiplicity = 3

=====

Record 2
The following is a quantum chemistry calculation of a structure of composition C51H48IrN5P2S2 at a distorted geometry, from the OMol25 dataset.

Geometry (Å):
1 Ir -1.3274 -0.0385 0.0331
2 C -0.8058 -0.8148 -2.9713
3 N -1.4910 0.3300 -2.3613
4 C -0.8211 1.5816 -2.7629
5 C -0.7705 2.6667 -1.6839
6 N -0.0626 2.2091 -0.4831
7 C 1.3925 2.2246 -0.6476
8 C -0.4039 2.9448 0.7169
9 C -0.5805 4.3203 0.7105
10 C -0.8502 5.0059 1.8837
11 C -0.9562 4.3197 3.0819
12 C -0.7627 2.9545 3.1104
13 C -0.4785 2.2597 1.9380
14 S -0.1849 0.5322 2.0720
15 C -2.9047 0.3386 -2.6578
16 C -3.3817 -0.1694 -3.8608
17 C -4.7335 -0.1921 -4.1540
18 C -5.6494 0.3175 -3.2446
19 C -5.1983 0.8592 -2.0614
20 C -3.8371 0.8602 -1.7409
21 S -3.4018 1.4808 -0.1717
22 H -0.6603 -0.6796 -4.0476
23 H -1.3843 -1.7218 -2.7960
24 H 0.1729 -0.9361 -2.5066
25 H -1.3161 2.0041 -3.6454
26 H 0.2029 1.3232 -3.0383
27 H -1.7827 2.9468 -1.3880
28 H -0.2926 3.5467 -2.1344
29 H 1.6559 2.3545 -1.7003
30 H 1.5666 0.6929 0.6968
31 H 1.8252 3.0725 -0.0891
32 H -0.5099 4.8714 -0.2145
33 H -0.9702 6.0757 1.8584
34 H -1.1754 4.8468 3.9960
35 H -0.8254 2.4038 4.0383
36 H -2.6985 -0.5609 -4.5984
37 H -5.0622 -0.5901 -5.1024
38 H -6.7054 0.2830 -3.4613
39 H -5.8866 1.2893 -1.3503
40 N -2.3652 -3.1437 0.1640
41 P -2.9992 -1.6941 0.7489
42 C -4.7678 -1.9709 0.4630
43 C -5.7098 -1.4016 1.3155
44 C -7.0581 -1.6067 1.0874
45 C -7.4767 -2.3643 0.0031
46 C -6.5403 -2.9039 -0.8661
47 C -5.1900 -2.6974 -0.6483
48 C -2.8738 -1.7466 2.5697
49 C -2.5535 -2.9072 3.2617
50 C -2.4463 -2.8803 4.6410
51 C -2.6521 -1.6980 5.3325
52 C -2.9598 -0.5350 4.6443
53 C -3.0620 -0.5554 3.2669
54 C -1.0031 -3.2983 -0.0433
55 C -0.4529 -4.5663 -0.1510
56 C 0.9233 -4.7030 -0.3132
57 C 1.6910 -3.5426 -0.3879
58 C 1.0666 -2.3215 -0.3102
59 N -0.2659 -2.1765 -0.1375
60 H -2.8784 -4.0034 0.3245
61 H -5.3837 -0.8191 2.1636
62 H -7.7844 -1.1760 1.7589
63 H -8.5291 -2.5329 -0.1675
64 H -6.8617 -3.4904 -1.7130
65 H -4.4576 -3.1040 -1.3312
66 H -2.3929 -3.8333 2.7313
67 H -2.2045 -3.7838 5.1787
68 H -2.5691 -1.6750 6.4077
69 H -3.1232 0.3849 5.1858
70 H -3.2847 0.3503 2.7154
71 H -1.0926 -5.4358 -0.0920
72 H 1.3783 -5.6790 -0.3568
73 H 2.7635 -3.5871 -0.4879
74 H 1.6352 -1.4046 -0.3729
75 N 1.9686 0.9587 -0.2106
76 P 3.6475 0.7783 -0.1365
77 C 4.3927 2.3277 0.4494
78 C 5.0031 2.4070 1.7073
79 C 5.6944 3.5440 2.0662
80 C 5.8222 4.6035 1.1731
81 C 5.2659 4.5090 -0.0949
82 C 4.5718 3.3776 -0.4684
83 C 3.9851 -0.5951 0.9460
84 C 3.3658 -0.6544 2.2066
85 C 3.5593 -1.7579 3.0108
86 C 4.3697 -2.8032 2.5898
87 C 4.9872 -2.7449 1.3425
88 C 4.7829 -1.6645 0.5174
89 C 4.2112 0.4352 -1.7876
90 C 3.3475 0.2977 -2.8770
91 C 3.8686 0.1092 -4.1380
92 C 5.2456 0.0265 -4.3248
93 C 6.1065 0.1450 -3.2402
94 C 5.6005 0.3785 -1.9825
95 H 4.9167 1.5778 2.3976
96 H 6.1422 3.6095 3.0477
97 H 6.3749 5.4861 1.4539
98 H 5.3855 5.3223 -0.7953
99 H 4.1569 3.2911 -1.4650
100 H 2.7467 0.1627 2.5509
101 H 3.0727 -1.8107 3.9722
102 H 4.5173 -3.6650 3.2200
103 H 5.6258 -3.5524 1.0176
104 H 5.2328 -1.6323 -0.4640
105 H 2.2808 0.3195 -2.7052
106 H 3.2083 0.0249 -4.9886
107 H 5.6473 -0.1172 -5.3155
108 H 7.1736 0.0690 -3.3857
109 H 6.2554 0.5225 -1.1328

Atoms 1-2, force components in eV/Å:
-3.0 -1.6 -0.4
0.1 -0.1 -0.1

max |F| = 3.4 eV/A
total charge = +1
gap between HOMO and LUMO (alpha / beta) = 5.1 / 6.2 eV
electronic energy = -3829.29525 Eh
LUMO (alpha / beta) = -2.58 / -2.58 eV
ΔE to the lowest compared entry with this formula, charge and spin = 1.661 eV
spin multiplicity = 2

=====

Record 3
The following is a quantum chemistry calculation of a structure of composition C51H48N8O10PdTe, from the OMol25 dataset.

Geometry (Å):
1 Pd -1.0042 -0.6785 1.8846
2 O -2.5944 -1.2033 5.7796
3 C -2.3815 -1.1831 4.5763
4 N -1.5490 -0.3518 3.9398
5 C -0.8238 0.6044 4.7388
6 C -0.0387 1.5166 3.8552
7 C 0.4665 2.7272 4.3167
8 C 1.2357 3.5029 3.4733
9 C 1.4727 3.0636 2.1750
10 C 0.9229 1.8657 1.7860
11 N 0.1995 1.1026 2.6125
12 C -3.1426 -2.0646 3.6311
13 C -4.0109 -3.0482 4.0691
14 C -4.7490 -3.7376 3.1219
15 C -4.6131 -3.4036 1.7777
16 C -3.7053 -2.4241 1.4226
17 N -2.9837 -1.7859 2.3435
18 H -0.1453 0.1048 5.4417
19 H -1.5202 1.1873 5.3475
20 H 0.2434 3.0468 5.3261
21 H 1.6415 4.4458 3.8172
22 H 2.0615 3.6431 1.4766
23 H 1.0535 1.4879 0.7811
24 H -4.0950 -3.2254 5.1326
25 H -5.4357 -4.5180 3.4227
26 H -5.2060 -3.8869 1.0136
27 H -3.5459 -2.1202 0.3971
28 O -2.5364 -8.2721 2.2228
29 C -1.2086 -7.9299 2.5718
30 N -1.0331 -6.5755 2.0995
31 C 0.0392 -6.2077 1.3550
32 O 1.0022 -6.9235 1.1572
33 C 0.0159 -4.8246 0.7774
34 C 0.9563 -4.5103 -0.2248
35 C 0.9847 -3.2594 -0.7439
36 C 0.1348 -2.1644 -0.1831
37 N -0.8624 -2.5987 0.7752
38 C -0.8742 -3.8073 1.2177
39 H -2.6945 -9.1945 2.4476
40 H -0.4635 -8.5558 2.0825
41 H -1.0666 -7.9747 3.6540
42 H -1.8752 -6.0240 2.0852
43 H 1.6269 -5.2930 -0.5534
44 H 1.6646 -2.9975 -1.5469
45 H -0.4131 -1.6624 -0.9887
46 H -1.6045 -4.0147 1.9961
47 O -2.2246 2.2035 1.3014
48 C -2.8320 1.3298 0.7083
49 O -2.4026 0.1387 0.4184
50 C -4.2272 1.6110 0.1969
51 C -4.6567 2.9248 0.0657
52 C -5.9517 3.1612 -0.3476
53 C -6.8567 2.1522 -0.6070
54 C -6.3970 0.8628 -0.4528
55 C -5.1051 0.5710 -0.0674
56 N -7.3301 -0.2597 -0.7085
57 O -8.4235 0.0118 -1.1476
58 O -6.9320 -1.3810 -0.4592
59 N -6.4027 4.5643 -0.5140
60 O -7.5772 4.7471 -0.7443
61 O -5.5611 5.4321 -0.4154
62 H -3.9892 3.7433 0.2935
63 H -7.8696 2.3646 -0.9129
64 H -4.7871 -0.4530 0.0319
65 C 1.1097 6.6442 -1.0547
66 C 1.2284 5.1648 -1.2936
67 C 0.1010 4.3642 -1.3974
68 C 0.1898 2.9907 -1.5961
69 C -1.0749 2.1804 -1.7036
70 C 1.4708 2.4335 -1.7137
71 Te 1.5714 0.3800 -2.0496
72 N 1.0089 -1.1192 0.4130
73 C 1.5097 -1.3265 1.6658
74 O 0.8775 -1.8692 2.5992
75 C 2.8932 -0.8429 1.9258
76 C 3.8887 -1.1209 0.9967
77 C 5.2043 -0.7607 1.2530
78 C 5.5200 -0.1096 2.4375
79 C 4.5272 0.1576 3.3739
80 C 3.2188 -0.2241 3.1280
81 C 2.7401 0.3441 -3.8085
82 C 4.0117 -0.2243 -3.8275
83 C 4.7240 -0.7372 -2.6025
84 C 4.6669 -0.3127 -5.0552
85 C 4.0882 0.1383 -6.2301
86 C 4.8101 0.0405 -7.5459
87 C 2.8083 0.6886 -6.1706
88 C 2.1124 0.8035 -4.9801
89 C 0.7309 1.4119 -4.9819
90 C 2.6412 3.2047 -1.5777
91 C 4.0247 2.6078 -1.5871
92 C 2.4869 4.5661 -1.3827
93 H 0.0693 6.9548 -0.9840
94 H 1.5827 7.2046 -1.8626
95 H 1.6141 6.9232 -0.1283
96 H -0.8819 4.8142 -1.3142
97 H -1.9122 2.7363 -1.2864
98 H -1.0222 1.2362 -1.1568
99 H -1.3107 1.9587 -2.7479
100 H 3.6304 -1.6592 0.0930
101 H 5.9822 -0.9996 0.5385
102 H 6.5445 0.1730 2.6417
103 H 4.7787 0.6494 4.3045
104 H 2.4439 -0.0466 3.8638
105 H 4.1438 -0.6064 -1.6895
106 H 5.6684 -0.2095 -2.4588
107 H 4.9548 -1.7989 -2.7066
108 H 5.6588 -0.7513 -5.0841
109 H 5.8160 -0.3553 -7.4188
110 H 4.8847 1.0206 -8.0185
111 H 4.2712 -0.6127 -8.2340
112 H 2.3349 1.0308 -7.0849
113 H 0.3897 1.5807 -6.0011
114 H 0.7205 2.3719 -4.4597
115 H -0.0024 0.7594 -4.4983
116 H 4.1015 1.7695 -0.8892
117 H 4.7607 3.3523 -1.2905
118 H 4.2943 2.2461 -2.5810
119 H 3.3745 5.1819 -1.2809

Atoms 1-2, force components in eV/Å:
-0.6 -0.5 0.0
0.0 -0.1 0.0

max |F| = 0.8 eV/A
total charge = +1
gap between HOMO and LUMO (alpha / beta) = 8.4 / 5.3 eV
electronic energy = -3558.08754 Eh
LUMO (alpha / beta) = -2.47 / -5.62 eV
ΔE to the lowest compared entry with this formula, charge and spin = 1.478 eV
spin multiplicity = 6

=====

Record 4
The following is a quantum chemistry calculation of a structure of composition C51H49AsBrCl4IN2O7SSiZr at a distorted geometry, from the OMol25 dataset.

Geometry (Å):
1 Zr 13.0125 15.7440 18.3867
2 C 9.5799 21.5288 18.5860
3 C 11.0267 21.2339 18.4296
4 C 11.8314 22.1419 17.6484
5 C 13.1965 22.1038 17.7431
6 C 13.7387 21.0474 18.5320
7 C 15.1839 20.7726 18.6721
8 C 15.6301 19.6779 19.3801
9 C 14.7527 18.7366 19.9149
10 C 13.3821 18.8077 19.6634
11 S 12.3628 17.5493 20.2088
12 C 12.8761 20.0042 19.0276
13 N 11.5377 20.1459 18.9863
14 H 9.1176 20.7641 19.2720
15 H 9.0529 21.5504 17.6287
16 H 9.4048 22.6101 18.9545
17 H 11.4338 22.9120 16.9339
18 H 13.7806 22.8122 17.1728
19 H 15.8777 21.4637 18.1648
20 H 16.6685 19.6054 19.6722
21 H 15.0653 17.9118 20.4616
22 O 6.7335 14.7848 14.6198
23 C 6.9617 15.5821 15.5612
24 O 6.0853 16.1673 16.2523
25 C 8.3398 15.7221 16.1573
26 C 8.5681 16.7358 17.1519
27 C 9.8071 16.8191 17.7451
28 N 10.8747 16.0526 17.4355
29 C 10.6294 15.0529 16.4979
30 C 9.3993 14.8722 15.8843
31 C 11.7459 14.1093 16.1706
32 O 11.5794 13.2005 15.3312
33 O 12.8884 14.3776 16.8074
34 H 7.8568 17.5184 17.3606
35 H 9.9660 17.6119 18.5154
36 H 9.2375 13.9832 15.2995
37 Cl 16.9581 17.2281 13.1293
38 C 16.4870 17.1161 14.8195
39 C 17.3529 16.7394 15.8404
40 Cl 19.0358 16.4418 15.5397
41 C 16.8972 16.3645 17.1261
42 Cl 17.9619 15.7812 18.3456
43 C 15.5202 16.3935 17.4002
44 O 15.1081 15.8805 18.5478
45 C 14.6782 17.0163 16.4669
46 O 13.4260 17.1959 16.8523
47 C 15.2000 17.4561 15.2116
48 Cl 14.1604 18.3180 14.2158
49 Br 12.5184 13.0122 8.2127
50 C 12.8084 14.8916 8.2838
51 C 13.2263 15.5648 7.1288
52 C 13.4104 16.9246 7.1748
53 C 13.3859 17.6228 8.3676
54 C 12.9263 16.9608 9.5374
55 C 12.5677 15.5855 9.4849
56 I 11.8092 14.5126 11.1265
57 H 13.3833 15.0150 6.1604
58 H 13.7108 17.3400 6.2209
59 H 13.7055 18.6827 8.3520
60 H 12.8364 17.4736 10.4570
61 C 18.2505 8.7959 12.5397
62 C 17.6338 9.3182 11.2055
63 As 16.7018 11.0311 11.4712
64 C 14.9613 10.2374 12.1176
65 C 13.7800 11.1374 12.4033
66 C 15.9001 11.6559 9.7127
67 C 16.1801 13.1482 9.4580
68 H 18.7770 7.8275 12.3626
69 H 17.5256 8.7801 13.3433
70 H 19.0372 9.4875 12.8531
71 H 16.8600 8.6393 10.8159
72 H 18.4214 9.4534 10.4484
73 H 15.1538 9.6368 12.9620
74 H 14.8694 9.5304 11.2723
75 H 13.9629 11.6275 13.3533
76 H 12.8808 10.4805 12.5331
77 H 13.6268 11.8854 11.6281
78 H 14.8180 11.5495 9.7795
79 H 16.4083 11.0469 8.9155
80 H 16.1436 13.7215 10.4157
81 H 15.4312 13.5723 8.7078
82 H 17.1833 13.3311 9.0877
83 C 11.1467 11.4730 22.3434
84 C 11.5414 12.9689 22.0127
85 C 12.0458 13.7154 23.2794
86 C 10.3469 13.7383 21.4365
87 Si 12.9341 13.0252 20.7207
88 O 12.7871 14.4188 19.8595
89 C 12.7390 11.6636 19.4090
90 C 11.4574 11.4128 18.8766
91 C 11.3477 10.7202 17.6791
92 C 12.3828 9.9685 17.1258
93 C 13.5857 10.1750 17.7003
94 C 13.7890 10.9660 18.8323
95 C 14.6534 12.7760 21.4179
96 C 15.7714 13.3704 20.7679
97 C 17.0256 13.2114 21.3599
98 C 17.2034 12.5005 22.5325
99 C 16.1428 11.8464 23.0892
100 C 14.8839 11.9529 22.5015
101 H 10.2394 11.4869 23.0613
102 H 11.8938 10.8916 22.9037
103 H 10.8706 10.9927 21.4043
104 H 13.0208 13.5262 23.6591
105 H 11.3860 13.2996 24.0427
106 H 11.8140 14.7452 23.1163
107 H 9.8040 14.0215 22.3662
108 H 9.6467 13.0972 20.9040
109 H 10.6727 14.6215 20.9042
110 H 10.5388 11.8639 19.2923
111 H 10.4078 10.7944 17.1584
112 H 12.2362 9.3466 16.2227
113 H 14.3900 9.6682 17.1868
114 H 14.7803 10.9977 19.2529
115 H 15.5964 14.0960 19.9528
116 H 17.9135 13.6292 20.8416
117 H 18.0815 12.5847 23.1393
118 H 16.3104 11.2531 23.9749
119 H 14.0784 11.5460 23.0331

Atoms 1-2, force components in eV/Å:
-0.2 0.7 0.5
-1.2 0.8 0.9

max |F| = 3.1 eV/A
total charge = -2
gap between HOMO and LUMO = 6.6 eV
electronic energy = -10292.34768 Eh
LUMO = 3.25 eV